(1)
DFT (ωB97M-V/def2-TZVPD) results for a molecular structure, C4H4O.

Relative energy (zero: lowest compared OMol25 entry of this formula, charge and spin): 118.5 kcal/mol
Kohn-Sham gap: 10.008 eV
Multiplicity: 1

Structure (XYZ):
```
9
Properties=species:S:1:pos:R:3:lowdin_charge:R:1
C -1.901 -0.595 0.314 0.145
C -1.198 0.220 0.924 -0.009
C 0.031 -0.075 0.082 -0.437
C 1.227 0.698 -0.200 -0.098
O 1.244 -0.418 0.695 -0.023
H -2.295 -1.420 -0.243 0.080
H -0.214 -0.716 -0.771 0.115
H 1.440 1.665 0.237 0.115
H 1.651 0.487 -1.183 0.113
```

---

(2)
DFT (ωB97M-V/def2-TZVPD) results for a molecular structure, C7H10N.

Relative energy (zero: lowest compared OMol25 entry of this formula, charge and spin): 140.8 kcal/mol
Kohn-Sham gap: 11.300 eV
Multiplicity: 1
Net charge: +1

Structure (XYZ):
```
18
Properties=species:S:1:pos:R:3:lowdin_charge:R:1
C 0.023 -1.486 0.126 -0.079
C -1.007 -0.463 0.082 -0.198
C 0.326 -0.675 -1.088 0.160
C -0.034 0.544 -0.016 -0.264
C -2.452 -0.439 -0.033 0.040
C -0.256 1.943 -0.151 0.046
C 2.728 -0.575 0.280 0.180
N 0.984 -0.431 0.227 -0.035
H 0.225 -2.593 0.291 0.204
H -2.953 -1.315 -0.626 0.161
H -2.596 0.532 -0.369 0.067
H -2.822 -0.649 0.957 0.108
H 0.501 2.604 0.113 0.084
H -1.100 2.200 0.595 0.153
H -0.712 2.177 -1.051 0.091
H 2.958 -0.036 1.187 0.077
H 3.065 -1.548 -0.066 0.094
H 3.122 0.209 -0.460 0.112
```

---

(3)
DFT (ωB97M-V/def2-TZVPD) results for 3 unconnected molecules or ions with the total composition C5H12O2.

Relative energy (zero: lowest compared OMol25 entry of this formula, charge and spin): 208.3 kcal/mol
Kohn-Sham gap: 3.337 eV
Multiplicity: 1

Structure (XYZ):
```
19
Properties=species:S:1:pos:R:3:lowdin_charge:R:1
O 3.850 0.366 0.108 0.066
C 2.593 0.378 -0.028 -0.231
C 1.698 -0.689 0.040 0.148
C 0.184 -0.380 0.126 -0.322
C -0.895 -1.360 -0.566 -0.013
C -0.362 -0.277 1.581 -0.010
H 2.128 1.416 -0.062 0.151
H 2.105 -1.649 0.262 0.128
H -0.447 1.953 -2.350 0.021
H 0.043 0.515 -0.466 0.080
H -0.939 -2.245 -0.008 0.065
H -0.640 -1.699 -1.494 0.047
H -1.796 -0.889 -0.481 0.020
H -1.355 0.026 1.451 0.031
H -0.157 -1.174 2.065 0.066
H 0.266 0.511 2.053 0.101
H -2.872 1.713 -0.372 -0.078
H -0.815 2.497 -2.054 0.029
O -2.587 0.989 0.195 -0.299
```

---

(4)
DFT (ωB97M-V/def2-TZVPD) results for a molecular structure, C16H18N7O4OsS2.

Kohn-Sham gap (alpha / beta): 8.186 / 6.053 eV
Multiplicity: 5
Net charge: +1

Structure (XYZ):
```
48
Properties=species:S:1:pos:R:3:lowdin_spin:R:1
Os -0.818 0.203 0.360 2.381
O -4.460 -0.446 -1.188 0.032
C -3.320 -0.505 -0.837 0.017
O -2.647 0.497 -0.260 0.139
C -2.502 -1.765 -0.981 0.007
C -2.999 -2.913 -1.557 -0.001
C -2.158 -4.009 -1.671 0.001
C -0.852 -3.909 -1.213 -0.002
C -0.421 -2.725 -0.646 0.005
N -1.244 -1.677 -0.524 0.008
H -4.021 -2.914 -1.909 0.000
H -2.512 -4.926 -2.121 0.000
H -0.163 -4.737 -1.300 0.000
H 0.593 -2.582 -0.296 0.000
S -0.407 2.372 1.110 0.290
C 1.179 2.436 0.340 0.069
S 0.978 2.167 -1.324 0.789
C 2.341 2.596 1.018 0.003
C 3.608 2.582 0.349 0.012
N 4.617 2.570 -0.202 0.000
C 2.329 2.606 2.452 0.003
N 2.312 2.544 3.601 0.002
N -0.810 -0.729 2.681 0.119
C 0.551 -0.513 3.197 0.009
C 0.966 -1.451 4.350 0.004
C 1.324 -0.751 5.665 0.001
C 2.461 0.269 5.556 0.000
N 3.597 -0.227 4.783 0.000
C 4.713 -0.751 5.236 0.000
N 5.004 -0.795 6.541 0.000
N 5.585 -1.266 4.358 0.000
C 1.545 -0.553 2.027 0.013
O 2.735 -0.758 2.218 0.013
O 1.054 -0.378 0.845 0.079
H -1.503 -0.266 3.257 0.002
H -1.047 -1.715 2.648 0.001
H 0.584 0.528 3.535 0.003
H 1.803 -2.069 4.022 0.000
H 0.142 -2.136 4.558 0.001
H 1.571 -1.517 6.404 0.000
H 0.453 -0.215 6.051 0.000
H 2.785 0.595 6.543 0.000
H 2.124 1.171 5.047 0.000
H 3.405 -0.341 3.778 0.000
H 4.391 -0.377 7.217 0.000
H 5.900 -1.115 6.860 0.000
H 5.409 -1.175 3.371 0.000
H 6.495 -1.578 4.646 0.000
```

---

(5)
DFT (ωB97M-V/def2-TZVPD) results for a single C3H8O3 molecule.

Relative energy (zero: lowest compared OMol25 entry of this formula, charge and spin): 68.7 kcal/mol
Kohn-Sham gap: 10.520 eV
SMILES: OCC(O)CO
Multiplicity: 1

Structure (XYZ):
```
14
Properties=species:S:1:pos:R:3:lowdin_charge:R:1
C -1.254 -0.105 0.576 -0.143
C -0.019 0.734 0.315 -0.414
C 1.196 -0.233 0.390 -0.222
H -0.546 -1.148 -0.867 0.087
H -0.919 -0.867 1.368 0.146
H -2.000 0.459 0.796 0.054
H 0.219 1.419 1.028 0.112
H -0.640 1.192 -1.504 0.140
H 2.104 0.403 0.098 0.145
H 1.189 -0.783 1.468 0.174
H 1.123 -0.549 -1.467 0.182
O -1.548 -0.785 -0.707 -0.131
O 0.107 1.428 -0.871 -0.027
O 0.989 -1.164 -0.622 -0.103
```

---

(6)
DFT (ωB97M-V/def2-TZVPD) results for a single C2H4N4O2 molecule.

Relative energy (zero: lowest compared OMol25 entry of this formula, charge and spin): 94.4 kcal/mol
Kohn-Sham gap: 10.425 eV
SMILES: [H]/N=c1\onnn1OC
Multiplicity: 1

Structure (XYZ):
```
12
Properties=species:S:1:pos:R:3:lowdin_charge:R:1
C 0.339 2.161 1.277 -0.024
C 0.224 -0.917 0.275 -0.435
H 0.625 2.738 0.392 0.086
H 1.248 1.536 1.575 0.109
H -0.116 2.669 2.124 0.092
H 0.784 -2.339 1.358 0.014
N -0.221 0.357 -0.082 -0.103
N -0.532 0.335 -1.385 0.086
N -0.136 -0.707 -1.921 0.058
N 0.428 -1.450 1.419 0.173
O -0.725 1.281 0.797 -0.089
O 0.388 -1.509 -0.920 0.031
```

---

(7)
DFT (ωB97M-V/def2-TZVPD) results for a single C16H31NO2 molecule.

Relative energy (zero: lowest compared OMol25 entry of this formula, charge and spin): 19.8 kcal/mol
Kohn-Sham gap: 9.118 eV
SMILES: CC(C)CCC[C@@H](C)CCOC(=O)CN1CCCC1
Multiplicity: 1

Structure (XYZ):
```
50
Properties=species:S:1:pos:R:3:lowdin_charge:R:1
C 5.432 2.064 -0.902 -0.081
H 6.365 2.017 -0.344 0.074
H 5.112 3.101 -0.935 0.067
H 5.624 1.728 -1.919 0.082
C 4.377 1.180 -0.242 -0.445
C 4.912 -0.244 -0.095 -0.087
H 5.123 -0.671 -1.073 0.079
H 4.187 -0.880 0.408 0.073
H 5.832 -0.249 0.486 0.073
H 4.167 1.575 0.759 0.134
C 3.067 1.163 -1.038 -0.196
C 2.343 2.508 -1.057 -0.200
H 2.950 3.235 -1.599 0.106
H 2.229 2.871 -0.034 0.108
C 0.973 2.424 -1.736 -0.181
H 1.088 1.864 -2.667 0.112
H 0.639 3.431 -1.999 0.117
C -0.114 1.766 -0.873 -0.375
C -0.630 2.739 0.184 -0.050
H -1.258 2.231 0.912 0.061
H 0.200 3.188 0.724 0.073
H -1.206 3.537 -0.281 0.087
H 0.318 0.897 -0.367 0.125
C -1.251 1.270 -1.777 -0.140
C -2.321 0.465 -1.044 -0.156
H -3.092 0.138 -1.748 0.130
H -2.783 1.050 -0.244 0.118
O -1.759 -0.723 -0.483 -0.010
C -1.670 -0.816 0.846 -0.477
O -2.065 0.024 1.616 0.092
C -1.104 -2.167 1.260 -0.090
N -2.157 -3.128 1.532 -0.145
C -3.033 -3.438 0.403 -0.183
C -4.416 -2.911 0.784 -0.167
H -4.483 -1.841 0.579 0.109
H -5.222 -3.421 0.259 0.107
C -4.426 -3.159 2.289 -0.168
H -4.625 -4.213 2.489 0.109
H -5.161 -2.555 2.818 0.108
C -2.994 -2.803 2.691 -0.179
H -2.649 -3.382 3.553 0.115
H -2.927 -1.739 2.941 0.107
H -3.067 -4.529 0.294 0.116
H -2.655 -3.011 -0.526 0.111
H -0.515 -2.044 2.171 0.134
H -0.473 -2.562 0.461 0.129
H -0.830 0.635 -2.561 0.118
H -1.738 2.122 -2.255 0.126
H 3.278 0.852 -2.064 0.123
H 2.410 0.411 -0.596 0.106
```

---

no.,maximum force (eV Å⁻¹),energy (Ha)
1,1.19,-229.83905
2,5.64,-326.97666
3,5.63,-347.87292
4,0.42,-2191.61811
5,7.13,-344.73884
6,4.36,-447.95196
7,0.69,-833.49692